Record 1
{"formula": "C21H18Co2NO8", "method": "ωB97M-V with the def2-TZVPD basis set", "species": ["O", "C", "Co", "C", "O", "C", "O", "C", "C", "C", "C", "C", "C", "C", "C", "C", "Co", "C", "O", "C", "O", "C", "O", "H", "H", "H", "H", "H", "H", "H", "C", "O", "C", "C", "C", "C", "C", "N", "O", "H", "H", "H", "H", "H", "H", "H", "H", "H", "H", "H"], "positions_angstrom": [[-2.799, 0.465, 0.666], [-1.705, 0.090, 0.786], [-0.088, -0.429, 1.073], [0.268, 0.234, 2.646], [0.501, 0.692, 3.684], [-0.103, -2.122, 1.580], [-0.084, -3.206, 1.980], [0.951, 0.799, -0.077], [0.940, 2.208, 0.273], [-0.264, 2.925, 0.472], [-0.237, 4.164, 1.107], [0.985, 4.734, 1.482], [2.184, 4.097, 1.148], [2.170, 2.856, 0.514], [2.036, -0.110, -0.313], [3.208, -0.457, 0.235], [0.690, -0.376, -1.379], [-0.912, 0.082, -2.005], [-1.926, 0.296, -2.518], [0.503, -2.162, -1.227], [0.315, -3.296, -1.353], [1.658, -0.200, -2.854], [2.226, -0.097, -3.856], [-1.209, 2.477, 0.152], [-1.179, 4.677, 1.308], [0.996, 5.678, 2.025], [3.146, 4.554, 1.377], [3.099, 2.354, 0.230], [3.796, -1.240, -0.246], [3.554, 0.008, 1.164], [-7.703, 1.721, 4.089], [-7.226, 0.425, 3.700], [-6.552, 0.455, 2.536], [-5.991, -0.926, 2.177], [-7.053, -2.055, 2.069], [-6.654, -2.847, 0.813], [-5.547, -2.020, 0.104], [-5.385, -0.863, 0.922], [-6.413, 1.459, 1.868], [-8.024, 1.606, 5.123], [-6.909, 2.468, 4.001], [-8.544, 2.013, 3.453], [-5.278, -1.158, 2.993], [-7.008, -2.650, 2.982], [-8.067, -1.641, 1.970], [-6.256, -3.826, 1.094], [-7.519, -2.985, 0.160], [-4.608, -2.595, 0.033], [-5.853, -1.755, -0.920], [-4.710, -0.150, 0.701]], "atomic_forces_ev_per_a": [[1.1, -0.2, 0.1], [-2.5, 0.7, -0.3], [-0.4, -0.9, -0.5], [1.5, 0.7, 0.5], [-0.6, -0.4, -0.8], [0.5, -1.2, 0.5], [-0.2, 0.8, -0.3], [1.5, 0.3, 2.5], [0.4, 0.9, -0.3], [0.5, 0.0, 0.1], [0.1, -0.2, -0.3], [0.1, 0.0, 0.0], [-0.2, 0.0, -0.2], [-0.5, 0.1, 0.2], [2.2, 2.4, 3.4], [-0.2, -0.1, -0.8], [-2.3, -2.8, -3.6], [-2.0, 0.2, -1.5], [1.6, -0.1, 1.1], [-0.7, -1.6, -0.7], [0.5, 1.5, 0.5], [0.3, 0.2, -1.6], [-0.6, -0.1, 1.6], [0.3, 0.2, 0.3], [0.3, -0.1, 0.0], [0.0, -0.2, -0.2], [-0.2, 0.0, 0.0], [-0.3, 0.1, 0.3], [0.1, 0.0, 0.4], [0.0, -0.1, -0.4], [-0.1, -0.1, 0.2], [0.1, 0.5, -0.1], [0.0, 0.1, -0.8], [-0.2, 0.5, 0.7], [0.1, 0.5, 0.2], [0.3, 0.0, 0.0], [0.1, -0.4, -0.2], [-0.1, 0.4, -1.0], [-0.2, -0.8, 0.7], [0.0, 0.1, -0.1], [-0.2, -0.1, 0.0], [0.1, 0.0, 0.1], [-0.2, -0.1, 0.1], [-0.2, -0.1, -0.1], [0.3, 0.0, 0.1], [-0.2, 0.0, -0.1], [0.2, -0.1, 0.1], [-0.2, -0.1, -0.1], [0.1, 0.0, 0.1], [-0.1, -0.2, 0.1]], "nbo_charge": [-0.610, 0.442, -0.041, 0.541, -0.553, 0.482, -0.551, -0.353, 0.029, -0.228, -0.206, -0.252, -0.217, -0.234, -0.099, -0.577, -0.131, 0.585, -0.524, 0.530, -0.537, 0.619, -0.522, 0.217, 0.203, 0.199, 0.199, 0.219, 0.185, 0.193, -0.263, -0.515, 0.793, -0.128, -0.392, -0.413, -0.195, -0.651, -0.596, 0.186, 0.203, 0.185, 0.178, 0.211, 0.205, 0.205, 0.205, 0.170, 0.178, 0.428], "charge": -1, "max_force_ev_per_a": 5.11, "orbital_gap_ev": 6.328, "homo_ha": -0.13846, "de_lowest_kcal_mol": 0.00}

=====

Record 2
{"formula": "C11H18N2OS", "method": "ωB97M-V with the def2-TZVPD basis set", "species": ["C", "C", "C", "C", "C", "C", "C", "C", "C", "C", "C", "N", "N", "O", "S", "H", "H", "H", "H", "H", "H", "H", "H", "H", "H", "H", "H", "H", "H", "H", "H", "H", "H"], "positions_angstrom": [[-2.303, 0.455, 3.011], [-1.313, -0.503, 3.323], [-1.922, 1.657, 2.440], [-0.013, -0.306, 2.893], [-0.635, 1.850, 2.008], [0.360, 0.893, 2.266], [-1.647, -0.979, -0.546], [1.848, -1.493, -3.476], [1.679, 1.036, 1.867], [-1.157, -0.218, -1.783], [1.208, -1.356, -2.070], [2.367, 1.445, -1.763], [0.304, -0.116, -1.923], [0.175, 2.171, -0.882], [1.094, 1.081, -0.966], [-3.364, 0.338, 3.123], [-1.480, -1.448, 3.792], [-2.729, 2.365, 2.300], [0.655, -1.072, 3.123], [-0.437, 2.864, 1.634], [-1.840, -0.184, 0.338], [-2.658, -1.278, -0.750], [-1.097, -1.915, -0.368], [2.729, -0.919, -3.620], [2.029, -2.510, -3.623], [1.048, -1.242, -4.231], [2.333, 0.210, 1.879], [2.052, 2.070, 1.646], [-1.413, -0.884, -2.712], [-1.520, 0.798, -1.891], [0.542, -2.317, -1.889], [2.084, -1.190, -1.338], [3.020, 0.695, -1.812]], "atomic_forces_ev_per_a": [[0.6, -0.5, 0.3], [-0.2, 0.5, -1.0], [-0.6, -0.7, -0.2], [-2.1, 1.0, 0.3], [-0.1, 1.8, 0.8], [-0.5, -0.6, -0.1], [-1.0, 2.4, 1.2], [-3.0, 1.1, 0.2], [0.4, 2.5, -1.1], [0.9, -2.6, -1.5], [-0.8, 0.2, 0.5], [-0.4, 0.7, 0.6], [1.4, -0.7, 0.6], [-1.1, 1.0, 0.4], [1.0, -0.9, -1.7], [-0.2, -0.5, 0.6], [-0.7, -0.3, 0.3], [0.3, 0.3, -0.3], [1.4, -0.9, 0.1], [0.5, -0.8, -0.2], [1.2, -2.2, -1.5], [-0.7, -0.3, -0.2], [0.1, 0.7, 0.5], [0.6, 0.6, -0.2], [0.7, -1.7, -0.3], [1.0, 0.1, 0.6], [0.8, -0.6, 0.2], [-0.2, -1.3, 0.0], [0.0, 1.5, 1.4], [-0.4, -0.1, 0.0], [1.6, 2.0, 0.1], [-1.6, -0.9, -0.6], [0.7, -0.7, 0.0]], "nbo_charge": [-0.211, -0.212, -0.209, -0.181, -0.176, -0.142, -0.651, -0.617, -0.312, -0.224, -0.230, -1.047, -0.644, -0.932, 1.815, 0.213, 0.212, 0.214, 0.205, 0.233, 0.233, 0.213, 0.215, 0.214, 0.209, 0.216, 0.192, 0.212, 0.193, 0.242, 0.207, 0.198, 0.353], "charge": 0, "max_force_ev_per_a": 3.20, "orbital_gap_ev": [6.052, 7.656], "homo_ha": [-0.27088, -0.30353], "de_lowest_kcal_mol": 130.22}

=====

Record 3
{"formula": "C41H34N9OPRu", "method": "ωB97M-V with the def2-TZVPD basis set", "species": ["Ru", "C", "C", "N", "C", "C", "N", "C", "C", "C", "C", "C", "N", "C", "C", "N", "C", "C", "N", "C", "C", "C", "N", "C", "C", "H", "H", "H", "H", "H", "H", "H", "H", "H", "H", "H", "H", "O", "N", "C", "C", "C", "C", "C", "C", "C", "P", "C", "C", "C", "C", "C", "C", "C", "C", "C", "C", "C", "C", "H", "H", "H", "H", "H", "H", "H", "H", "H", "H", "H", "H", "H", "H", "H", "H", "C", "C", "N", "C", "C", "N", "H", "H", "H", "H", "H", "H"], "positions_angstrom": [[-0.002, -0.388, -0.353], [-2.043, 2.253, -3.382], [-1.055, 1.463, -2.797], [-0.942, 1.383, -1.475], [-1.787, 2.102, -0.719], [-2.820, 2.805, -1.314], [-2.945, 2.879, -2.637], [-1.446, 2.146, 0.718], [-1.952, 3.066, 1.617], [-1.490, 3.072, 2.934], [-0.454, 2.193, 3.254], [0.006, 1.302, 2.304], [-0.521, 1.259, 1.084], [1.064, 0.305, 2.540], [1.899, 0.292, 3.647], [2.751, -0.704, 3.870], [2.805, -1.690, 2.984], [2.049, -1.641, 1.818], [1.185, -0.648, 1.610], [-2.079, 3.980, 3.958], [-2.972, 4.990, 3.622], [-3.532, 5.826, 4.644], [-3.235, 5.692, 5.928], [-2.384, 4.727, 6.262], [-1.790, 3.842, 5.306], [-2.103, 2.384, -4.456], [-0.340, 0.919, -3.400], [-3.563, 3.332, -0.723], [-2.697, 3.772, 1.277], [0.004, 2.200, 4.233], [1.901, 1.105, 4.365], [3.466, -2.523, 3.200], [2.118, -2.408, 1.062], [-3.264, 5.183, 2.597], [-4.231, 6.615, 4.387], [-2.148, 4.634, 7.317], [-1.131, 3.065, 5.675], [-1.333, -1.088, 2.488], [-1.476, -1.740, 1.274], [-1.952, -2.916, 1.351], [-2.301, -3.789, 0.235], [-3.039, -4.926, 0.555], [-3.558, -5.740, -0.439], [-3.361, -5.406, -1.768], [-2.604, -4.288, -2.098], [-2.039, -3.495, -1.104], [-1.002, -2.130, -1.696], [0.280, -2.858, -2.764], [1.167, -1.956, -3.363], [2.134, -2.403, -4.248], [2.237, -3.759, -4.535], [1.386, -4.663, -3.918], [0.415, -4.220, -3.027], [-2.181, -1.337, -2.829], [-2.016, -1.331, -4.210], [-3.002, -0.772, -5.017], [-4.145, -0.225, -4.450], [-4.315, -0.242, -3.068], [-3.335, -0.789, -2.258], [-1.701, -1.647, 3.187], [-2.191, -3.314, 2.338], [-3.228, -5.162, 1.597], [-4.128, -6.621, -0.173], [-3.797, -6.007, -2.555], [-2.456, -4.031, -3.139], [1.088, -0.902, -3.138], [2.809, -1.697, -4.718], [2.985, -4.110, -5.235], [1.471, -5.721, -4.133], [-0.229, -4.943, -2.547], [-1.139, -1.779, -4.661], [-2.882, -0.784, -6.094], [-4.909, 0.213, -5.082], [-5.217, 0.169, -2.629], [-3.471, -0.823, -1.180], [3.484, -1.715, -1.164], [3.150, -0.262, -1.161], [1.961, 0.290, -0.964], [2.119, 1.672, -1.043], [3.419, 1.946, -1.287], [4.047, 0.719, -1.357], [2.572, -2.301, -1.236], [4.021, -1.989, -0.254], [4.124, -1.967, -2.010], [1.295, 2.351, -0.925], [3.939, 2.879, -1.432], [5.026, 0.580, -1.548]], "atomic_forces_ev_per_a": [[0.4, 1.1, 3.7], [0.0, 0.2, 0.2], [0.1, 0.2, -0.2], [-0.1, -1.7, -0.4], [0.1, 0.1, 0.4], [0.0, 0.2, -0.3], [0.0, -0.1, 0.0], [-0.3, 0.1, 0.0], [-0.1, -0.1, -0.3], [-0.3, 0.4, 0.4], [0.2, -0.1, -0.1], [0.1, 0.1, 0.3], [0.6, -0.8, -1.3], [-0.1, 0.2, -0.1], [0.3, -0.2, 0.1], [-0.1, 0.1, 0.0], [-0.1, 0.2, 0.0], [-0.1, 0.0, 0.2], [0.1, -0.8, -1.0], [-0.1, 0.1, -0.1], [-0.8, 1.2, 0.8], [0.7, -1.0, -1.2], [0.2, -0.2, 0.0], [0.6, -0.9, -1.2], [-0.4, 0.7, 1.5], [0.0, -0.1, 0.0], [-0.1, 0.0, 0.0], [0.1, 0.0, 0.0], [0.0, -0.1, 0.1], [-0.1, 0.0, 0.0], [-0.1, -0.1, 0.0], [0.0, 0.1, -0.1], [0.0, -0.1, 0.0], [0.0, 0.1, 0.1], [0.1, -0.1, -0.1], [0.0, -0.1, -0.1], [-0.1, 0.1, 0.1], [-0.1, 0.2, -0.2], [0.3, 0.7, -0.3], [0.0, -0.3, -0.3], [0.1, 0.0, 0.1], [-0.1, 0.0, 0.2], [0.0, -0.1, 0.0], [0.0, 0.0, 0.0], [0.0, 0.1, -0.1], [0.2, 0.2, 0.4], [0.2, 0.4, -1.7], [0.2, 0.2, 0.3], [-0.1, -0.1, -0.2], [0.0, 0.1, 0.0], [0.1, 0.0, 0.0], [-0.1, -0.1, 0.1], [0.0, -0.1, 0.1], [0.0, 0.1, 0.1], [0.0, 0.0, -0.1], [0.0, 0.0, 0.0], [0.0, 0.0, 0.0], [0.0, 0.1, 0.1], [0.0, -0.1, 0.0], [-0.1, -0.1, 0.2], [0.0, 0.0, 0.0], [0.0, 0.0, -0.1], [0.0, 0.0, 0.0], [0.0, 0.0, 0.0], [0.0, -0.1, 0.0], [0.0, 0.1, -0.1], [-0.1, 0.0, 0.0], [0.0, 0.0, 0.0], [0.0, 0.0, 0.0], [0.0, 0.0, 0.0], [0.0, 0.0, 0.0], [0.0, 0.0, 0.1], [0.0, -0.1, 0.0], [0.1, 0.0, 0.0], [-0.1, 0.0, 0.0], [0.1, 0.1, 0.2], [0.2, -0.3, 0.0], [-1.7, 0.5, -0.2], [0.1, 0.0, 0.0], [0.1, -0.2, 0.0], [-0.2, 0.1, 0.0], [0.0, -0.1, 0.0], [0.0, 0.0, 0.0], [-0.1, 0.0, 0.0], [0.1, 0.0, 0.0], [0.0, -0.1, 0.0], [0.1, -0.1, 0.0]], "mulliken_spin": [0.917, 0.000, 0.006, -0.012, 0.013, 0.001, -0.001, 0.002, -0.001, 0.002, 0.000, -0.001, 0.047, 0.014, 0.000, 0.002, 0.005, 0.015, -0.028, -0.001, 0.001, 0.000, 0.000, 0.000, 0.001, 0.000, -0.003, 0.000, 0.000, 0.000, 0.000, 0.000, -0.010, 0.000, 0.000, 0.000, 0.000, -0.002, 0.009, -0.008, 0.009, 0.001, -0.001, 0.001, 0.004, 0.003, -0.021, 0.018, 0.053, 0.000, 0.012, 0.001, 0.008, -0.012, 0.005, 0.000, -0.001, 0.000, -0.007, 0.000, 0.000, 0.000, 0.000, 0.000, 0.000, -0.008, 0.000, 0.000, 0.000, 0.000, 0.002, 0.000, 0.000, 0.000, 0.001, 0.045, -0.020, -0.065, 0.016, -0.002, 0.003, -0.017, 0.003, 0.001, 0.000, 0.000, 0.000], "charge": 3, "max_force_ev_per_a": 3.88, "orbital_gap_ev": [5.874, 5.260], "homo_ha": [-0.57362, -0.57360], "spin_multiplicity": 2, "de_lowest_kcal_mol": 12.44}